DFT (ωB97M-V/def2-TZVPD) results for 2 unconnected molecules or ions with the total composition C5H12N2O in a non-equilibrium geometry.

The geometry in XYZ format:
```
20
Properties=species:S:1:pos:R:3:forces:R:3
C 1.29526 0.14911 -0.05900 0.4 -0.9 -0.4
C 2.38901 -0.69713 0.54402 0.0 0.0 -0.2
C -1.58836 0.76908 1.25969 0.0 -0.2 -0.1
C 0.02678 -0.40362 -0.35595 0.1 0.0 0.3
C -0.97997 0.61920 -0.13203 1.0 0.6 0.3
N -0.24084 -1.70510 -0.72773 0.2 0.3 0.2
N -1.95606 0.84924 -1.13280 -0.1 0.1 -0.1
O 1.94707 1.07114 -0.93316 -0.4 0.1 0.4
H 1.28182 1.68017 -1.28027 0.0 0.0 0.0
H 0.23726 1.27937 0.29192 -1.3 0.1 -0.5
H 0.51659 -2.26868 -1.07700 -0.2 0.0 0.1
H -1.06052 -2.18389 -0.38438 0.2 0.0 0.0
H -2.92071 0.67236 -0.88187 0.1 0.0 0.0
H -1.73060 0.46828 -2.04014 0.0 0.0 0.1
H 2.96621 -1.21806 -0.22789 0.0 0.0 0.0
H 3.08794 -0.05514 1.08200 0.0 0.0 0.0
H 1.98054 -1.43146 1.23864 0.0 0.0 0.0
H -2.04376 1.75420 1.37912 0.0 0.0 -0.1
H -0.83508 0.63740 2.03325 0.0 0.0 0.0
H -2.37259 0.01355 1.40355 0.0 0.0 0.0
```
Forces are in eV/Å.

Values from the calculation:
Highest occupied orbital energy ... -7.19 eV
Gap between HOMO and LUMO ... 0.294 Eh
Maximum force ... 1.43 eV/Å
Electronic energy ... -382.32753 Eh
Total charge ... 0

DFT (ωB97M-V/def2-TZVPD) results for C5H12N2O in the gas phase.

The geometry in XYZ format:
```
20
Properties=species:S:1:pos:R:3:forces:R:3
C 0.99248 -0.24429 -0.93858 0.0 -0.2 0.0
C -2.17004 -0.11407 0.29796 0.2 0.0 0.0
C -0.45300 -0.67454 1.97282 0.0 0.1 -0.2
C 1.73093 0.34560 -2.10277 0.1 0.0 0.0
N -0.75342 -0.38799 0.55909 0.1 0.2 0.0
C 0.18398 0.64289 -0.11484 -0.2 -0.1 0.1
O 1.82701 -1.13017 -0.14851 -0.1 0.2 0.0
N 0.03552 1.89874 -0.09584 0.0 -0.2 0.0
H 2.59926 -0.62174 0.14451 -0.1 0.0 0.0
H -0.26034 -1.02074 -0.39164 0.1 0.1 0.0
H -0.79738 2.21385 0.40234 0.0 -0.1 0.0
H -2.77478 -0.93721 0.67807 0.0 0.0 0.0
H -2.48938 0.81360 0.78324 0.0 0.0 0.0
H -1.07568 -1.50223 2.31374 0.0 0.0 0.0
H -2.31844 -0.02146 -0.77827 0.0 0.0 0.0
H -0.65050 0.20358 2.59448 0.0 0.0 0.0
H 0.59403 -0.95672 2.04586 0.0 0.0 0.0
H 2.09882 -0.45305 -2.74981 0.0 0.0 0.0
H 2.59859 0.94579 -1.78495 0.0 0.0 0.0
H 1.08233 1.00014 -2.68688 0.0 0.0 0.0
```
Forces are in eV/Å.

Values from the calculation:
Highest occupied orbital energy ... -7.23 eV
Gap between HOMO and LUMO ... 0.291 Eh
Maximum force ... 0.27 eV/Å
Electronic energy ... -382.32571 Eh
Total charge ... 0

DFT (ωB97M-V/def2-TZVPD) results for C5H12N2O in the gas phase in a non-equilibrium geometry.

The geometry in XYZ format:
```
20
Properties=species:S:1:pos:R:3:forces:R:3
H 0.59024 0.20785 -2.95179 -0.2 0.2 0.1
N 0.82620 0.01665 -1.98116 0.3 0.3 -0.3
C 0.37561 0.85126 -1.13565 0.1 0.1 -0.3
C -0.48812 2.03550 -1.43923 0.1 -0.1 -0.2
C 0.67362 0.58608 0.31695 -0.2 -0.4 0.0
C 0.01080 -0.75357 0.69144 -1.1 0.7 -0.1
C -0.05735 -0.97118 2.19919 0.0 0.2 -0.4
N 0.68791 -1.79892 0.02539 0.4 0.5 -1.7
O -1.40457 -0.52559 0.17327 0.9 -0.4 0.7
H -0.05844 2.93685 -1.00716 0.0 0.1 0.1
H -0.61418 2.17500 -2.50972 0.0 0.0 -0.1
H -1.46344 1.87326 -0.98062 0.0 0.0 0.1
H 0.26962 1.37815 0.94351 0.1 0.0 0.1
H 1.74845 0.48221 0.46397 0.0 0.1 0.1
H 0.94921 -0.95607 2.61410 0.0 -0.1 0.0
H -0.65675 -0.19320 2.66919 0.0 0.0 0.0
H -0.50491 -1.94095 2.41020 0.0 -0.1 0.1
H 0.16958 -2.66905 0.06808 0.1 0.1 -0.2
H 0.87667 -1.43943 -0.99691 -0.5 -1.2 2.1
H -1.93016 -1.29488 0.42695 0.1 0.1 0.0
```
Forces are in eV/Å.

Values from the calculation:
SMILES ... [H]/N=C(\C)C[C@](C)(N)O
Highest occupied orbital energy ... -9.06 eV
Gap between HOMO and LUMO ... 0.367 Eh
Maximum force ... 2.48 eV/Å
Electronic energy ... -382.45604 Eh
Total charge ... 0

DFT (ωB97M-V/def2-TZVPD) results for C5H12N2O in the gas phase in a non-equilibrium geometry.

The geometry in XYZ format:
```
20
Properties=species:S:1:pos:R:3:forces:R:3
C -0.11947 -0.28245 -2.79906 1.8 -0.7 -0.2
N 0.78269 0.34672 -1.80826 -2.3 0.0 0.9
C 0.32113 0.65814 -0.50012 0.6 0.4 -2.3
O 0.94916 1.44146 0.17260 0.1 0.0 0.4
C -0.96540 0.02375 0.00852 -0.2 0.3 0.8
N -0.73167 -0.63792 1.30562 0.1 1.1 -1.1
C -0.68386 0.33704 2.41798 0.7 -2.5 0.4
C 0.37910 -1.56921 1.20122 -0.5 -1.4 1.6
H -0.93876 0.23709 -3.29402 0.1 0.7 0.4
H -0.50852 -1.17944 -2.35357 -0.3 -0.4 0.1
H 0.57095 -0.62212 -3.57955 -0.4 0.0 -0.1
H 1.47331 0.97575 -2.18125 0.1 0.2 0.2
H -1.50425 -0.62901 -0.67566 0.5 -0.3 -0.1
H -1.67501 0.84829 0.16722 0.3 0.0 0.0
H 0.30698 0.70471 2.61867 0.5 1.0 -0.6
H -0.77623 -0.29914 3.31624 -1.0 0.5 0.0
H -1.43561 1.09664 2.25066 0.0 0.0 0.5
H 1.41178 -1.29434 1.41309 0.2 1.2 -0.5
H 0.31795 -2.12226 0.27377 0.1 0.0 -0.3
H 0.26595 -2.33196 1.99133 -0.4 0.0 -0.2
```
Forces are in eV/Å.

Values from the calculation:
SMILES ... CNC(=O)CN(C)C
Highest occupied orbital energy ... -8.34 eV
Gap between HOMO and LUMO ... 0.339 Eh
Maximum force ... 2.63 eV/Å
Electronic energy ... -382.42742 Eh
Total charge ... 0

DFT (ωB97M-V/def2-TZVPD) results for C5H12N2O in the gas phase in a non-equilibrium geometry.

The geometry in XYZ format:
```
20
Properties=species:S:1:pos:R:3:forces:R:3
C -1.60514 0.56072 -1.25702 0.1 -0.2 -0.1
N -0.65599 0.91357 -0.21889 1.7 -0.2 -0.6
C 0.73704 0.18958 -0.30747 -1.5 1.1 -0.2
C 1.85359 1.15434 0.03254 -0.2 -0.1 -0.2
C 0.52607 -0.90997 0.71364 -1.4 0.2 0.4
N 0.37322 -2.22409 0.13081 0.2 -0.2 -0.1
C -0.82841 -0.34404 1.34944 1.2 -1.1 0.6
O -1.86290 -0.97511 1.29489 -0.3 0.0 0.0
H -1.85177 -0.49892 -1.17452 0.0 0.0 0.1
H -2.52959 1.11636 -1.10746 0.0 0.0 -0.1
H -1.21062 0.74302 -2.26395 -0.1 0.1 0.0
H -0.57989 1.92078 -0.12203 0.2 -0.1 -0.1
H 0.84910 -0.21208 -1.32132 0.0 0.0 0.1
H 1.88330 1.97829 -0.67953 0.1 0.1 0.0
H 1.71692 1.56255 1.03276 0.0 0.0 0.1
H 2.80916 0.63374 0.00336 0.1 0.0 0.0
H 1.30427 -0.93008 1.48054 0.0 -0.1 -0.1
H -0.38053 -2.22047 -0.55056 0.0 0.0 0.1
H 0.08090 -2.88302 0.84844 0.0 0.1 -0.1
H -0.62873 0.42482 2.11635 -0.3 0.2 0.0
```
Forces are in eV/Å.

Values from the calculation:
SMILES ... CN[C@@H](C)[C@H](N)C=O
Highest occupied orbital energy ... -8.44 eV
Gap between HOMO and LUMO ... 0.343 Eh
Maximum force ... 1.88 eV/Å
Electronic energy ... -382.41905 Eh
Total charge ... 0

DFT (ωB97M-V/def2-TZVPD) results for C5H12N2O in the gas phase in a non-equilibrium geometry.

The geometry in XYZ format:
```
20
Properties=species:S:1:pos:R:3:forces:R:3
O 1.69869 0.55140 0.01538 -1.9 -0.3 1.9
C 0.49195 0.30279 0.47884 1.8 3.4 -4.1
N -0.48401 0.21400 -0.69015 0.9 -2.0 -0.3
C -0.29926 -1.11057 -1.35010 -1.3 0.5 0.2
C -0.16701 1.21249 -1.73283 -0.5 -0.7 -0.4
C 0.58110 -1.13848 1.21367 -2.4 -3.0 3.2
C -0.21409 1.36945 1.32857 -0.5 -0.7 1.0
N -0.77741 -1.49745 1.68631 4.1 0.3 -1.7
H -0.36334 -1.84313 -0.55373 -0.3 -0.3 -0.8
H -1.14196 -1.32305 -2.03555 0.5 0.3 0.1
H 0.66888 -1.13290 -1.88225 -0.2 -0.2 0.2
H -0.02201 2.23475 -1.40636 -0.2 0.1 0.5
H -1.03999 1.15529 -2.41414 0.6 0.3 0.1
H 0.74829 0.90640 -2.24418 -0.1 0.2 -0.3
H 1.40439 -1.08556 1.94548 -0.6 0.2 0.2
H -0.74092 2.03578 0.64440 0.2 0.0 0.2
H -0.96252 0.72851 1.83096 0.0 0.8 0.2
H 0.37641 1.95397 2.02841 0.3 -0.3 0.0
H -0.71343 -1.71315 2.69020 0.0 0.9 0.0
H 0.95624 -1.82055 0.44706 -0.4 0.6 -0.2
```
Forces are in eV/Å.

Values from the calculation:
Highest occupied orbital energy ... -8.77 eV
Gap between HOMO and LUMO ... 0.211 Eh
Maximum force ... 5.62 eV/Å
Electronic energy ... -382.22922 Eh
Total charge ... 0

DFT (ωB97M-V/def2-TZVPD) results for a gas-phase ion, C5H12N2O (charge +2) in a non-equilibrium geometry.

The geometry in XYZ format:
```
20
Properties=species:S:1:pos:R:3:forces:R:3
O -2.34290 -0.68554 0.49771 0.5 -0.1 -0.2
C -1.98342 -0.94151 -0.75812 -0.1 4.3 1.1
C -0.41652 -0.82932 -0.87316 2.6 -4.8 1.4
C -0.18179 0.61274 -0.28272 0.7 0.5 0.7
C 1.13532 1.00583 0.32238 0.7 0.3 -0.2
C 1.56880 0.54947 1.48876 0.7 -0.1 1.2
N 1.98217 2.15068 -0.36891 -0.2 -3.7 1.4
N 0.11626 -1.89486 0.08260 -4.3 2.4 -0.3
H -2.51655 -0.32374 -1.41759 -0.8 0.7 -1.4
H 0.01482 -1.14702 -1.80949 0.0 0.9 -0.7
H -0.87550 0.48917 0.56039 -0.3 0.6 0.4
H -0.47887 1.40435 -0.93666 -0.8 0.3 -0.6
H 0.96387 -0.19508 2.04345 0.5 0.4 -0.6
H 2.50823 0.86570 2.03297 -1.2 -0.2 -0.8
H 1.30704 2.84447 -0.63639 0.3 1.3 -0.1
H 2.73978 2.37130 0.34164 -1.1 0.5 -1.3
H 2.38479 1.67946 -1.19590 0.2 0.8 0.2
H -0.84535 -2.05432 0.55027 3.1 -0.8 0.6
H -2.39235 -1.89122 -0.55890 -0.7 -3.4 -0.7
H 0.50993 -2.73278 -0.33417 0.0 0.1 -0.2
```
Forces are in eV/Å.

Values from the calculation:
Highest occupied orbital energy ... -18.69 eV
Gap between HOMO and LUMO ... 0.202 Eh
Maximum force ... 5.60 eV/Å
Electronic energy ... -381.52475 Eh
Total charge ... +2

DFT (ωB97M-V/def2-TZVPD) results for 2 unconnected molecules or ions with the total composition C5H12N2O2.

The geometry in XYZ format:
```
21
Properties=species:S:1:pos:R:3:forces:R:3
C -1.42618 -0.10288 0.36046 0.5 -0.2 -0.2
C 0.08406 0.52152 -1.93119 0.0 0.0 0.1
C -1.32735 1.24704 1.04331 -0.1 0.0 0.0
C 0.02300 -0.72838 -1.09576 0.0 -0.1 0.4
O -0.25880 -1.84079 -1.50964 0.1 0.2 0.2
H -1.94715 -0.83574 0.97887 0.0 0.0 0.0
H -2.01197 -0.04676 -0.55746 0.0 0.0 0.0
H 0.23834 1.42056 -1.34546 0.0 0.0 0.0
H -0.84102 0.58769 -2.50031 0.0 0.0 0.0
H 0.91472 0.41347 -2.63508 0.0 0.0 0.0
H -0.85425 1.99775 0.40618 0.0 0.0 0.0
H -0.75264 1.18461 1.97040 0.0 0.0 0.0
H -2.31957 1.63079 1.30534 0.1 0.0 0.0
N 1.21397 -0.81430 -0.03703 -0.3 0.1 0.1
N 1.94944 0.37060 0.26394 -0.2 -0.2 -0.1
C 0.29955 -1.20226 1.16075 0.2 0.2 -0.1
O 0.57997 -0.75897 2.25120 -0.1 0.0 -0.4
H 1.80580 -1.60322 -0.31774 -0.1 0.1 0.0
H 1.89092 0.47653 1.28018 0.0 -0.1 0.0
H 2.91496 0.23407 -0.00722 0.0 0.0 0.0
H -0.17581 -2.15131 0.91625 -0.1 0.0 -0.1
```
Forces are in eV/Å.

Values from the calculation:
Highest occupied orbital energy ... -8.00 eV
Gap between HOMO and LUMO ... 0.313 Eh
Maximum force ... 0.55 eV/Å
Electronic energy ... -457.56246 Eh
Total charge ... 0